*one*
Entry from the Open Molecules 2025 dataset: C4H7N3O as an isolated structure (ωB97M-V with the def2-TZVPD basis set).

Structure (ORCA input):
```
! RIJCOSX wB97M-V def2-TZVPD def2/J DEFGRID3
* xyz 0 1
C -3.682 -0.167 0.083
C -0.543 -0.049 -0.094
C 3.050 0.593 -0.354
C 2.932 -0.611 0.497
H -4.571 -0.854 -0.475
H -4.070 0.673 0.810
H -0.930 -0.857 -0.645
H 3.661 0.571 -1.158
H 2.354 1.548 -0.013
H 3.398 -1.567 0.365
H 2.686 -0.542 1.582
N -2.462 -0.461 -0.266
N 0.653 0.322 0.330
N 1.771 -0.374 -0.435
O -1.601 0.753 0.167
*
```



*two*
Entry from the Open Molecules 2025 dataset: one molecule with the formula C4H7N3O (ωB97M-V with the def2-TZVPD basis set).

Properties
SMILES string = C#C/C(=N\OC)NN

Structure (ORCA input):
```
! RIJCOSX wB97M-V def2-TZVPD def2/J DEFGRID3
* xyz 0 1
C 0.711 2.921 0.095
C 0.943 1.678 0.027
C 0.868 0.233 0.169
N -0.135 -0.481 0.250
O -1.296 0.203 -0.181
C -2.499 -0.479 0.030
N 2.008 -0.357 0.161
N 1.904 -1.768 -0.116
H 0.768 3.920 -0.316
H -3.163 0.390 -0.435
H -2.826 -0.440 1.301
H -2.358 -1.687 -0.450
H 2.679 -0.224 -0.733
H 1.456 -2.152 0.773
H 0.941 -1.759 -0.577
*
```



It is *one* that is the most stable of them.



*one*
Entry from the Open Molecules 2025 dataset: C4H7N3O as an isolated structure (ωB97M-V with the def2-TZVPD basis set).

Structure (ORCA input):
```
! RIJCOSX wB97M-V def2-TZVPD def2/J DEFGRID3
* xyz 0 1
C 0.470 -0.969 -0.143
C 1.317 -0.015 0.207
C -0.476 1.056 0.193
C -0.706 -0.214 -0.208
H 0.838 -2.805 0.477
H 2.127 -2.394 -0.757
H 2.384 -0.071 0.168
H 1.148 2.228 0.388
H -1.644 2.624 -0.440
H -1.970 2.129 1.322
H -1.808 -1.627 -0.931
N 0.832 -2.354 -0.425
N 0.858 1.173 0.250
N -1.349 2.048 0.528
O -2.023 -0.810 -0.627
*
```



*two*
Entry from the Open Molecules 2025 dataset: one molecule with the formula C4H7N3O (ωB97M-V with the def2-TZVPD basis set).

Properties
SMILES string = Cc1onnc1CN

Structure (ORCA input):
```
! RIJCOSX wB97M-V def2-TZVPD def2/J DEFGRID3
* xyz 0 1
C -2.057 1.008 -0.512
C -0.917 0.688 0.444
O -1.049 1.315 1.585
N 0.221 1.125 2.265
N 0.933 0.326 1.548
C 0.267 0.025 0.428
C 0.900 -1.038 -0.464
N 2.302 -0.899 -0.610
H -2.679 1.764 -0.019
H -2.677 0.120 -0.855
H -1.813 1.547 -1.360
H 0.763 -2.048 0.007
H 0.305 -1.309 -1.405
H 2.865 -1.066 0.212
H 2.636 -1.557 -1.264
*
```



It is *two* that is the most stable of them.



*one*
Entry from the Open Molecules 2025 dataset: an isolated ion of composition C3H8N3S and charge +1 (ωB97M-V with the def2-TZVPD basis set).

Structure (ORCA input):
```
! RIJCOSX wB97M-V def2-TZVPD def2/J DEFGRID3
* xyz 1 1
C -2.622 0.506 -0.021
C -0.683 -1.286 -0.360
C 1.487 -0.205 0.207
N -3.498 1.301 0.180
N -0.460 1.102 -0.318
N 0.000 -0.063 0.270
S -2.505 -1.179 0.051
H -0.661 -1.173 -1.372
H -0.304 -2.047 0.268
H 2.137 -1.055 0.558
H 1.934 -0.011 -0.735
H 1.834 0.720 0.816
H -3.841 2.198 0.266
H -0.079 1.952 0.073
H -0.163 -0.165 1.275
*
```



*two*
Entry from the Open Molecules 2025 dataset: a 2-piece molecular cluster, C3H8N3S overall (ωB97M-V with the def2-TZVPD basis set).

Structure (ORCA input):
```
! RIJCOSX wB97M-V def2-TZVPD def2/J DEFGRID3
* xyz 1 1
C 0.718 -0.822 2.774
C 0.270 0.173 -1.069
C -2.369 -0.278 -0.418
N 1.306 -0.266 1.816
N 1.754 0.100 0.848
N 1.359 0.725 -1.597
S -1.252 1.014 -1.005
H 0.035 -0.165 3.254
H 0.682 -1.868 3.153
H 0.305 -0.755 -0.607
H -2.306 -0.635 0.611
H -2.101 -1.209 -0.953
H -3.409 0.059 -0.466
H 1.467 1.672 -1.749
H 2.185 0.191 -1.232
*
```



*three*
Entry from the Open Molecules 2025 dataset: an isolated ion of composition C3H8N3S and charge +1 (ωB97M-V with the def2-TZVPD basis set).

Properties
SMILES string = NC1=NC[C@H]([NH3+])S1

Structure (ORCA input):
```
! RIJCOSX wB97M-V def2-TZVPD def2/J DEFGRID3
* xyz 1 1
N -0.839 -2.976 0.177
C -0.477 -1.747 -0.171
N 0.491 -1.352 -0.801
C 0.595 0.115 -1.167
C -0.394 0.888 -0.279
N 0.230 1.397 1.013
S -1.847 -0.090 0.107
H -0.664 -3.702 -0.505
H -1.798 -3.024 0.655
H 0.099 0.194 -2.151
H 1.532 0.618 -1.338
H -0.684 1.834 -0.804
H 0.153 0.754 1.886
H -0.344 2.156 1.548
H 1.264 1.477 1.087
*
```



*four*
Entry from the Open Molecules 2025 dataset: an isolated ion of composition C3H8N3S and charge +1 (ωB97M-V with the def2-TZVPD basis set).

Structure (ORCA input):
```
! RIJCOSX wB97M-V def2-TZVPD def2/J DEFGRID3
* xyz 1 1
C 2.140 -0.499 0.351
C 1.966 0.803 -0.318
C -0.709 0.196 -0.247
N 1.368 -1.467 0.223
N -1.887 0.444 0.188
N -3.046 -0.302 0.107
S 0.350 1.562 0.065
H 2.994 -0.514 1.083
H 2.776 1.555 -0.030
H 1.995 0.664 -1.333
H -0.344 -0.638 -0.822
H -2.016 1.381 0.798
H 1.453 -2.473 0.425
H -3.930 0.192 0.190
H -3.110 -0.904 -0.679
*
```



It is *three* that is the most stable of them.



*one*
Entry from the Open Molecules 2025 dataset: one molecule with the formula C22H26N2O5S (ωB97M-V with the def2-TZVPD basis set).

Properties
SMILES string = CC1(C)Cc2cccc(OCC(=O)N3CCN(S(=O)(=O)c4ccccc4)CC3)c2O1

Structure (ORCA input):
```
! RIJCOSX wB97M-V def2-TZVPD def2/J DEFGRID3
* xyz 0 1
C -3.995 1.323 -4.097
C -2.645 1.646 -3.460
C -1.507 1.453 -4.462
C -2.625 3.057 -2.828
C -2.377 2.778 -1.377
C -2.222 3.649 -0.321
C -1.975 3.115 0.936
C -1.902 1.748 1.115
C -2.063 0.852 0.056
O -1.910 -0.467 0.375
C -2.414 -1.495 -0.464
C -1.412 -2.653 -0.429
O -1.708 -3.721 0.069
N -0.197 -2.426 -0.980
C 0.274 -1.182 -1.544
C 1.138 -0.453 -0.513
N 2.215 -1.325 -0.102
S 3.394 -0.556 0.804
O 4.385 -1.537 1.129
O 3.783 0.611 0.071
C 2.525 -0.059 2.290
C 2.456 -0.938 3.354
C 1.695 -0.599 4.462
C 1.010 0.607 4.486
C 1.092 1.482 3.414
C 1.852 1.148 2.306
C 1.764 -2.595 0.424
C 0.903 -3.302 -0.627
C -2.292 1.400 -1.204
O -2.434 0.710 -2.377
H -3.997 0.300 -4.465
H -4.188 1.998 -4.926
H -4.789 1.427 -3.360
H -1.637 2.122 -5.307
H -0.551 1.660 -3.986
H -1.500 0.427 -4.822
H -3.575 3.574 -2.976
H -1.834 3.675 -3.256
H -2.286 4.714 -0.472
H -1.846 3.770 1.783
H -1.712 1.326 2.090
H -3.355 -1.866 -0.038
H -2.594 -1.156 -1.484
H -0.552 -0.555 -1.866
H 0.891 -1.427 -2.415
H 1.595 0.440 -0.941
H 0.510 -0.168 0.345
H 3.012 -1.861 3.306
H 1.634 -1.274 5.302
H 0.413 0.866 5.347
H 0.564 2.423 3.439
H 1.947 1.812 1.462
H 2.654 -3.175 0.665
H 1.159 -2.454 1.335
H 0.490 -4.228 -0.225
H 1.497 -3.512 -1.520
*
```



*two*
Entry from the Open Molecules 2025 dataset: one molecule with the formula C22H26N2O5S (ωB97M-V with the def2-TZVPD basis set).

Properties
SMILES string = C[C@@H]1C[C@H](C)CN(S(=O)(=O)c2ccc(C(=O)NCc3ccc4c(c3)OCO4)cc2)C1

Structure (ORCA input):
```
! RIJCOSX wB97M-V def2-TZVPD def2/J DEFGRID3
* xyz 0 1
C 1.266 1.351 -4.583
C -0.085 1.040 -3.947
C -1.152 0.758 -5.006
C -2.509 0.494 -4.350
C -3.596 0.253 -5.391
C -2.869 1.688 -3.464
N -1.828 1.890 -2.476
S -2.237 2.955 -1.244
O -3.576 2.648 -0.834
O -1.929 4.314 -1.594
C -1.104 2.404 0.028
C -1.239 1.112 0.498
C -0.381 0.653 1.482
C 0.612 1.492 1.983
C 1.588 1.030 3.021
O 2.762 1.341 2.993
N 1.046 0.267 3.996
C 1.846 -0.362 5.027
C 1.864 -1.860 4.859
C 1.404 -2.698 5.860
C 1.399 -4.085 5.715
C 1.862 -4.589 4.525
C 2.320 -3.749 3.507
C 2.333 -2.386 3.649
O 2.715 -4.507 2.438
C 2.512 -5.851 2.819
O 1.962 -5.892 4.119
C 0.749 2.783 1.481
C -0.118 3.246 0.507
C -0.547 2.205 -3.070
H 1.595 0.517 -5.198
H 1.196 2.235 -5.212
H 2.016 1.532 -3.817
H 0.013 0.158 -3.306
H -0.857 -0.105 -5.608
H -1.236 1.620 -5.672
H -2.421 -0.388 -3.708
H -4.551 0.061 -4.909
H -3.343 -0.603 -6.013
H -3.707 1.124 -6.034
H -3.794 1.514 -2.915
H -2.994 2.587 -4.085
H -2.018 0.490 0.086
H -0.466 -0.365 1.835
H 0.066 0.036 3.965
H 2.854 0.048 4.915
H 1.456 -0.091 6.012
H 1.046 -2.273 6.785
H 1.048 -4.735 6.498
H 2.697 -1.741 2.866
H 1.820 -6.335 2.111
H 3.474 -6.388 2.808
H 1.540 3.408 1.865
H -0.048 4.245 0.105
H 0.159 2.378 -2.254
H -0.614 3.127 -3.667
*
```



It is *two* that is the most stable of them.